A cluster of 2 separate species, C6H9N in total in a non-equilibrium geometry. Source: OMol25; level of theory: ωB97M-V/def2-TZVPD.

The geometry in XYZ format:
```
16
Properties=species:S:1:pos:R:3:nbo_charge:R:1
H -2.39 1.07 -0.88 0.144
C 0.31 -0.36 -1.32 -0.268
C -0.19 -0.01 0.01 0.195
H 0.64 2.60 -0.14 0.196
H 1.53 -1.51 0.36 0.218
C 0.63 -1.21 -0.10 -0.251
H 0.78 -2.60 -1.60 0.201
H -3.20 0.87 0.87 0.176
H 0.79 0.08 -2.15 0.232
C 1.00 1.84 0.50 -0.583
N -1.42 0.13 0.67 -0.444
H -1.01 -2.32 -1.19 0.208
C -2.41 0.68 0.18 -0.030
C -0.02 -1.98 -1.12 -0.390
H 0.69 1.76 1.49 0.196
H 2.11 1.51 0.48 0.200
```

Computed properties:
Energy relative to the best compared isomer or geometry (same formula, charge and spin) ... 638.4 kJ/mol
Molar mass ... 95.1 g mol⁻¹
HOMO energy ... -8.3632 eV